Formula: C4H4
Source: the OMol25 dataset
Level of theory: ωB97M-V/def2-TZVPD

Structure (XYZ):
```
8
Properties=species:S:1:pos:R:3:forces:R:3:lowdin_charge:R:1
C -0.49906 -0.54278 0.27542 -0.680 -0.264 0.561 -0.205
C 0.43265 0.12964 1.24565 -3.933 0.935 -5.118 0.039
C -1.02653 0.44284 -0.74541 3.538 -0.640 5.189 0.031
C 0.34138 0.69500 -0.14328 0.102 0.895 0.166 -0.204
H -0.48495 -1.61077 0.09909 0.194 -0.130 -0.159 0.112
H 1.26369 -0.24947 1.78957 0.455 -0.323 -0.043 0.060
H -1.24124 0.23993 -1.76954 0.175 -0.273 -0.464 0.054
H 1.21407 0.89560 -0.75150 0.150 -0.200 -0.133 0.112
```
Forces are in eV/Å.

HOMO energy	-7.738	eV
net charge	0
largest force on an atom	0.12683	hartree/bohr
energy above the lowest of the compared OMol25 structures with the same formula, charge and spin	73.2	kcal per mole